[1]
This record from OMol25 describes a single C21H25FN2O2S molecule. The level of theory is the ωB97M-V functional and the def2-TZVPD basis.

CARTESIAN COORDINATES (ANGSTROEM)
1 C 4.8471 1.3190 -0.2747
2 C 4.0251 0.0522 -0.3230
3 O 4.4628 -1.0292 -0.6648
4 N 2.7300 0.2152 0.0419
5 C 1.8359 -0.8405 0.0910
6 S 2.3806 -2.4382 -0.3024
7 C 0.8248 -3.0584 0.1257
8 C -0.0431 -2.0889 0.5292
9 C 0.5217 -0.7825 0.4792
10 C -0.2210 0.4769 0.8642
11 C -1.6547 0.4687 0.3709
12 C -2.6607 1.0273 1.1516
13 C -3.9635 1.0989 0.6909
14 C -4.2493 0.6061 -0.5682
15 F -5.5168 0.6713 -1.0266
16 C -3.2717 0.0432 -1.3686
17 C -1.9755 -0.0184 -0.8930
18 N 0.4878 1.6924 0.4214
19 C 0.3582 1.9842 -1.0020
20 C 1.2776 3.1538 -1.3605
21 O 0.9785 4.2991 -0.5988
22 C 1.0724 4.0191 0.7762
23 C 0.1331 2.8808 1.1814
24 C -1.3746 -2.5638 1.0181
25 C -2.0101 -3.5400 0.0116
26 C -0.9918 -4.4771 -0.6647
27 C 0.3774 -4.4716 0.0326
28 H 4.6093 1.9405 -1.1367
29 H 4.6424 1.8804 0.6336
30 H 5.9012 1.0610 -0.3164
31 H 2.3229 1.1054 0.3258
32 H -0.2374 0.5297 1.9627
33 H -2.4299 1.3980 2.1402
34 H -4.7496 1.5263 1.2929
35 H -3.5305 -0.3366 -2.3444
36 H -1.2071 -0.4704 -1.5008
37 H 0.6483 1.1031 -1.5757
38 H -0.6739 2.2615 -1.2668
39 H 1.1408 3.4369 -2.4051
40 H 2.3279 2.8654 -1.1998
41 H 0.8052 4.9401 1.2963
42 H 2.1085 3.7453 1.0331
43 H 0.2539 2.6756 2.2475
44 H -0.9060 3.1940 0.9906
45 H -1.2071 -3.0975 1.9596
46 H -2.0604 -1.7441 1.2221
47 H -2.5255 -2.9593 -0.7552
48 H -2.7663 -4.1253 0.5371
49 H -1.3813 -5.4953 -0.6910
50 H -0.8368 -4.1580 -1.6968
51 H 1.0925 -5.0750 -0.5262
52 H 0.2783 -4.9010 1.0349

Summary:
ΔE to the lowest compared entry with this formula, charge and spin in eV: 1.247
Gap between HOMO and LUMO in hartree: 0.299
SMILES string: CC(=O)Nc1sc2c(c1[C@H](c1ccc(F)cc1)N1CCOCC1)CCCC2
Strongest force on any atom in eV/Å: 0.9
Molecular weight in g mol⁻¹: 388.51
E_HOMO in eV: -7.5
E_LUMO in eV: 0.594

---

[2]
This record from OMol25 describes a molecular structure, C26H56HfNO11 at a distorted geometry. The level of theory is the ωB97M-V functional and the def2-TZVPD basis.

CARTESIAN COORDINATES (ANGSTROEM)
1 Hf 3.0399 1.5599 -1.8873
2 C -0.3468 -1.2439 -0.5757
3 C -0.3588 0.2860 -0.5908
4 C -0.7244 0.9284 0.7433
5 O 0.9233 0.7585 -1.0474
6 H 0.1405 -1.6323 0.3186
7 H 0.1513 -1.7524 -1.4012
8 H -1.3893 -1.5543 -0.6460
9 H -1.1426 0.5563 -1.2984
10 H -1.7772 0.6504 0.7933
11 H -0.6302 2.0135 0.7852
12 H -0.1205 0.4113 1.4890
13 C 0.7466 3.5509 3.1407
14 N 1.7108 2.9856 4.1639
15 O 1.4095 2.8721 5.2876
16 O 2.8684 2.8120 3.7975
17 H 1.0541 3.2128 2.1511
18 H 0.8162 4.6382 3.1104
19 H -0.2109 3.1671 3.4927
20 C -2.6969 -1.3168 -3.5555
21 O -1.7712 -2.0508 -4.2711
22 C -1.9814 -3.4098 -3.9186
23 C -0.8574 -4.2005 -4.6582
24 O 0.4088 -3.8894 -4.0576
25 C 1.5660 -4.5290 -4.6928
26 H -2.5601 -1.4050 -2.4777
27 H -3.6921 -1.4071 -3.9907
28 H -2.4676 -0.2909 -3.8437
29 H -2.9248 -3.8804 -4.1956
30 H -1.7991 -3.5274 -2.8504
31 H -0.8998 -3.8395 -5.6858
32 H -1.1132 -5.2590 -4.7065
33 H 1.5292 -5.6145 -4.7845
34 H 2.4666 -4.3277 -4.1127
35 H 1.8750 -4.1598 -5.6707
36 C 1.6263 -1.2327 -3.7348
37 O 1.8789 0.1874 -3.6538
38 C 1.0951 0.8296 -4.6418
39 C 0.4872 2.0779 -4.0727
40 O 1.3350 2.8105 -3.1293
41 C 0.7459 4.1071 -2.9177
42 H 2.1187 -1.7516 -2.9124
43 H 2.0065 -1.5688 -4.6995
44 H 0.5783 -1.4865 -3.5755
45 H 0.2649 0.2814 -5.0872
46 H 1.7422 1.2356 -5.4194
47 H -0.4565 1.8049 -3.6005
48 H 0.2503 2.6903 -4.9427
49 H 1.5344 4.8232 -2.6859
50 H 0.0174 4.0998 -2.1070
51 H 0.3326 4.5761 -3.8107
52 C 3.0009 -1.0582 0.6720
53 O 3.4246 0.2303 0.2071
54 C 4.2680 0.8692 1.1347
55 C 5.4899 1.3302 0.4182
56 O 5.2202 2.1077 -0.7752
57 C 6.3981 2.7907 -1.2424
58 H 2.4304 -1.5284 -0.1290
59 H 2.4264 -1.0436 1.5982
60 H 3.8601 -1.7065 0.8440
61 H 4.4778 0.2472 2.0049
62 H 3.7822 1.7397 1.5756
63 H 6.0711 0.4905 0.0371
64 H 6.1638 1.8820 1.0736
65 H 7.3247 2.2611 -1.0208
66 H 6.5327 3.6773 -0.6228
67 H 6.2715 2.9977 -2.3050
68 C -1.1199 -3.2687 2.4618
69 O -2.4273 -2.9784 3.0600
70 C -3.1017 -2.0360 2.2952
71 C -4.5131 -1.9140 2.8034
72 O -4.5806 -1.2999 4.0672
73 C -4.2847 -2.0525 5.2557
74 H -0.7912 -4.1234 3.0530
75 H -0.2862 -2.5665 2.4653
76 H -1.2834 -3.6389 1.4497
77 H -3.1867 -2.2117 1.2228
78 H -2.6730 -1.0346 2.3342
79 H -4.9603 -2.9078 2.7878
80 H -5.0857 -1.3425 2.0729
81 H -4.5300 -1.5057 6.1662
82 H -3.2487 -2.3913 5.2505
83 H -4.8191 -2.9953 5.3727
84 C -3.4999 1.5062 3.4458
85 C -2.7767 1.0220 4.5170
86 C -1.9996 1.8504 5.2767
87 C -2.0294 3.2309 5.1108
88 C -2.8223 3.7313 4.0409
89 C -3.5370 2.8805 3.2202
90 H -4.0170 0.8507 2.7607
91 H -2.6023 -0.0149 4.7639
92 H -1.3883 1.4154 6.0536
93 H -1.4588 3.9062 5.7310
94 H -2.7969 4.7690 3.7428
95 H -4.1221 3.2354 2.3847

Summary:
Gap between HOMO and LUMO in hartree: 0.061
Strongest force on any atom in eV/Å: 8.0
Molecular weight in g mol⁻¹: 737.22
Charge: +3
E_HOMO in eV: -14.7
E_LUMO in eV: -13.035

---

[3]
This record from OMol25 describes a single C5H8O molecule. The level of theory is the ωB97M-V functional and the def2-TZVPD basis.

CARTESIAN COORDINATES (ANGSTROEM)
1 C 1.1633 0.4002 0.5469
2 C 0.3031 -0.1034 1.4259
3 C -1.0540 -0.5580 0.9608
4 O -1.4830 0.1856 -0.1592
5 C -0.5984 0.0549 -1.2504
6 C 0.8549 0.4665 -0.9249
7 H 2.1291 0.7825 0.8702
8 H 0.5447 -0.1660 2.4842
9 H -1.8085 -0.4093 1.7376
10 H -1.0330 -1.6362 0.7174
11 H -1.0084 0.6980 -2.0334
12 H -0.6228 -0.9839 -1.6199
13 H 1.5421 -0.2061 -1.4572
14 H 1.0709 1.4753 -1.2979

Summary:
ΔE to the lowest compared entry with this formula, charge and spin in eV: 1.118
Gap between HOMO and LUMO in hartree: 0.385
SMILES string: C1=CCOCC1
Strongest force on any atom in eV/Å: 0.3
Molecular weight in g mol⁻¹: 84.12
E_HOMO in eV: -9.4
E_LUMO in eV: 1.101

---

[4]
This record from OMol25 describes a molecular structure, C37H63BF5N2O12PS2 at a distorted geometry. The level of theory is the ωB97M-V functional and the def2-TZVPD basis.

CARTESIAN COORDINATES (ANGSTROEM)
1 C 2.1169 -1.3672 -0.4230
2 O 1.2749 -1.2284 0.6996
3 C 1.0084 0.1030 1.0714
4 C -0.1669 0.7080 0.3294
5 C -1.3975 -0.0430 0.3037
6 B -1.5856 -1.4700 1.0083
7 O -2.2525 -1.5023 2.1844
8 O -1.1598 -2.6379 0.4254
9 C -2.4918 0.4204 -0.3783
10 P -4.0563 -0.5116 -0.4521
11 S -5.1915 -0.1748 1.0760
12 C -2.4269 1.6522 -1.0870
13 N -3.3862 2.2083 -1.8145
14 S -2.7681 3.5957 -2.3598
15 N -1.3274 3.5527 -1.7042
16 C -1.2255 2.4166 -0.9979
17 C -0.0841 1.9376 -0.2747
18 C 1.1661 2.7941 -0.2055
19 F 0.8907 4.0782 -0.4906
20 F 1.6869 2.8035 1.0441
21 C 2.2795 2.3454 -1.2554
22 F 2.5313 3.3478 -2.0942
23 F 3.4216 1.9887 -0.6905
24 F 1.8342 1.3379 -2.0092
25 H 2.4962 -2.3859 -0.4016
26 H 1.5485 -1.2421 -1.3467
27 H 2.9739 -0.6951 -0.3835
28 H 1.9123 0.6902 0.9336
29 H 0.8021 0.1262 2.1406
30 H -2.5195 -2.4182 2.3479
31 H -1.0814 -2.4921 -0.5243
32 H -4.6533 -0.1434 -1.6621
33 H -3.6655 -1.8513 -0.5897
34 C -0.5722 -4.5504 6.1904
35 C -1.6013 -3.5751 5.6849
36 O -2.7798 -3.8538 5.6279
37 C -1.0708 -2.2407 5.2293
38 H -1.0565 -5.4828 6.4761
39 H 0.1451 -4.7375 5.3905
40 H -0.0490 -4.1398 7.0552
41 H -0.3577 -2.3950 4.4162
42 H -0.5784 -1.7255 6.0539
43 H -1.8908 -1.6231 4.8709
44 C -5.7859 -5.2776 4.3534
45 C -6.2099 -3.9325 3.8104
46 O -6.4318 -3.7609 2.6353
47 C -6.3299 -2.8092 4.8097
48 H -5.7319 -5.9969 3.5389
49 H -4.8059 -5.1924 4.8270
50 H -6.5083 -5.6274 5.0926
51 H -5.3665 -2.6429 5.2961
52 H -7.0746 -3.0603 5.5676
53 H -6.6337 -1.9006 4.2947
54 C 1.2399 3.9081 -4.6243
55 C 0.8813 3.8913 -6.0913
56 O -0.0319 4.5550 -6.5258
57 C 1.7155 3.0132 -6.9903
58 H 0.5657 4.5810 -4.0991
59 H 1.1432 2.9089 -4.2017
60 H 2.2631 4.2587 -4.4939
61 H 1.6428 1.9741 -6.6674
62 H 2.7627 3.3230 -6.9539
63 H 1.3557 3.0961 -8.0133
64 C 3.5379 -4.8120 2.3994
65 C 2.2370 -4.9656 3.1485
66 O 2.0574 -4.4313 4.2185
67 C 1.1707 -5.8116 2.4965
68 H 4.2144 -4.1820 2.9718
69 H 4.0001 -5.7887 2.2478
70 H 3.3544 -4.3505 1.4279
71 H 1.5384 -6.8282 2.3486
72 H 0.8980 -5.3864 1.5293
73 H 0.2877 -5.8420 3.1306
74 C 4.9743 5.3174 -5.3802
75 C 5.4970 5.3950 -6.7950
76 O 5.8384 4.4031 -7.3948
77 C 5.5680 6.7660 -7.4217
78 H 4.9737 4.2795 -5.0534
79 H 5.6072 5.8998 -4.7094
80 H 3.9550 5.7061 -5.3436
81 H 6.2260 7.4110 -6.8375
82 H 4.5734 7.2131 -7.4564
83 H 5.9569 6.6821 -8.4335
84 C -5.5962 4.1966 3.6959
85 C -5.1782 3.9883 2.2583
86 O -4.8539 2.9031 1.8453
87 C -5.1884 5.2076 1.3621
88 H -5.5449 3.2487 4.2260
89 H -4.9309 4.9137 4.1799
90 H -6.6184 4.5762 3.7387
91 H -4.5068 5.9660 1.7514
92 H -6.1941 5.6279 1.3108
93 H -4.8709 4.9214 0.3617
94 C 1.5157 0.0052 7.4640
95 C 0.5142 1.0011 6.9258
96 O -0.6666 0.7524 6.8803
97 C 1.0623 2.3240 6.4450
98 H 0.9988 -0.8990 7.7768
99 H 2.2441 -0.2493 6.6923
100 H 2.0408 0.4292 8.3213
101 H 1.7735 2.1621 5.6333
102 H 1.5693 2.8389 7.2625
103 H 0.2452 2.9441 6.0844
104 C -0.4693 -0.6010 -4.0587
105 C -1.2713 -1.6881 -3.4009
106 O -2.0411 -1.4611 -2.4912
107 C -1.0566 -3.0908 -3.9125
108 H -0.7038 0.3623 -3.6062
109 H 0.5941 -0.8138 -3.9312
110 H -0.6963 -0.5593 -5.1247
111 H -0.0096 -3.3744 -3.7928
112 H -1.3174 -3.1444 -4.9701
113 H -1.6834 -3.7836 -3.3549
114 C 4.2478 -2.6940 -6.4308
115 C 3.8352 -1.9412 -5.1916
116 O 2.7159 -1.5000 -5.0619
117 C 4.8823 -1.7583 -4.1213
118 H 3.4070 -2.7529 -7.1175
119 H 5.0750 -2.1792 -6.9214
120 H 4.5657 -3.7036 -6.1663
121 H 5.7339 -1.2072 -4.5229
122 H 5.2259 -2.7303 -3.7640
123 H 4.4578 -1.2011 -3.2889

Summary:
ΔE to the lowest compared entry with this formula, charge and spin in eV: 0.000
Gap between HOMO and LUMO in hartree: 0.250
Strongest force on any atom in eV/Å: 1.4
Molecular weight in g mol⁻¹: 928.82
E_HOMO in eV: -7.6
E_LUMO in eV: -0.766

---

- Which formula does entry 4 have?
  C37H63BF5N2O12PS2

---

- Among the records above, which one has the lowest strongest force on any atom?
  C5H8O